One molecule with the formula C20H27FN4O4. Source: the OMol25 dataset; level of theory: wB97M-V/def2-TZVPD.

The geometry in XYZ format:
```
56
Properties=species:S:1:pos:R:3:forces:R:3
F -2.76532 -3.78483 -4.55789 0.00 0.00 0.00
O 3.33508 0.33071 1.32135 -0.01 -0.01 0.02
O -0.61838 -0.87946 -0.54096 -0.02 -0.02 0.00
O -2.81714 0.25303 0.48731 0.00 0.01 0.00
O -0.02335 -2.35308 5.30038 0.00 0.00 0.00
N 2.12955 -0.12205 3.86894 0.00 0.01 0.00
N 0.36807 1.13938 -0.95041 -0.10 -0.08 -0.22
N 1.88527 -1.16219 0.39595 0.04 -0.02 0.03
N 1.46915 -0.59945 4.94038 -0.01 0.00 0.00
C 0.58561 3.44728 -0.06186 0.01 -0.01 0.00
C -2.86163 1.06953 -1.73187 -0.01 -0.01 0.00
C 0.77002 -1.62267 4.48731 0.00 0.00 0.01
C -2.26882 0.24236 1.79162 0.02 -0.01 0.00
C -2.06121 1.00499 -0.42360 -0.01 -0.02 0.00
C 2.43517 -0.49391 1.43324 0.03 0.04 -0.02
C -2.79817 -2.61521 -3.88430 0.01 0.02 -0.01
C 1.73692 0.68340 -1.24214 -0.07 -0.06 -0.32
C 3.53780 -1.02426 -1.44121 0.00 0.02 0.04
C 0.20746 2.56522 -1.24478 0.07 0.07 0.25
C 3.00281 1.02484 4.04568 0.01 -0.02 -0.01
C 0.95803 -1.83005 3.11760 0.01 0.00 -0.03
C -3.62091 -2.50353 -2.78132 0.00 0.01 0.01
C 2.09939 -0.77763 -0.99830 0.03 0.05 0.24
C -0.68680 0.33397 -0.65212 0.04 0.04 0.00
C -2.87146 -0.22309 -2.50593 0.02 0.01 -0.02
C -2.06036 -0.37461 -3.62467 0.00 0.01 0.01
C -3.65092 -1.29999 -2.09582 -0.01 -0.02 0.01
C 1.84935 -0.83330 2.75652 -0.01 -0.03 0.02
C -2.01402 -1.57092 -4.32626 -0.01 -0.02 0.00
H -1.44844 0.45701 -3.95766 0.00 0.00 0.00
H 2.75590 1.80430 3.33022 0.00 0.01 0.00
H -2.15214 1.26456 2.17285 -0.01 0.00 0.00
H 2.84491 1.37420 5.06137 0.00 0.00 0.00
H -4.27343 -1.20005 -1.21649 0.00 0.01 0.00
H 1.43169 -1.41195 -1.57472 0.01 0.00 0.00
H -1.38852 -1.69934 -5.19895 0.00 0.00 0.00
H -1.30087 -0.26525 1.81967 -0.01 0.00 0.00
H 0.52778 -2.60111 2.50264 -0.01 0.00 0.00
H -2.45864 1.86022 -2.36707 -0.01 0.01 0.00
H 3.64974 -0.81608 -2.50612 -0.02 -0.01 -0.01
H -0.09899 3.29098 0.77324 0.00 -0.01 0.00
H 0.84931 2.79275 -2.09872 0.00 -0.01 0.00
H 4.22736 -0.39397 -0.88291 0.02 0.00 0.00
H 0.06265 -1.98961 6.19033 0.00 0.00 0.00
H 0.98135 -1.58151 0.55482 -0.01 0.01 -0.01
H 0.55283 4.50151 -0.33922 0.00 0.00 0.00
H -1.93395 2.01831 -0.02292 0.01 0.01 0.00
H -3.87656 1.36167 -1.45603 0.00 0.00 0.00
H 1.92838 0.87989 -2.30351 -0.01 0.02 0.01
H 1.59387 3.21660 0.28398 0.00 0.01 0.01
H 3.80187 -2.06667 -1.26686 0.00 0.00 0.00
H 4.04266 0.74212 3.89961 0.00 0.00 0.00
H -0.80700 2.77341 -1.57003 0.00 0.01 0.01
H -4.21832 -3.34959 -2.47055 0.00 0.00 0.00
H -2.96594 -0.29676 2.42829 -0.01 0.00 0.00
H 2.42130 1.30991 -0.66814 0.01 -0.02 0.00
```
Positions in Å, forces in eV/Å.

Energy relative to the best compared isomer or geometry (same formula, charge and spin): 0.4021 eV
Gap between HOMO and LUMO: 9.33 eV